# C23H68N10O11

11 unconnected molecules or ions with the total composition C23H68N10O11 (ωB97M-V/def2-TZVPD, the Open Molecules 2025 dataset).

Each line ends with the Mulliken charge.
Element x y z (Å)
N  -0.91452  -3.27687  2.16594  -0.38
C  -1.17388  -4.60444  1.92066  0.48
N  -0.84876  -5.41637  2.95939  -0.41
O  -1.50142  -5.02520  0.81807  -0.69
H  -1.20824  -2.72563  1.36193  0.19
H  0.03086  -3.04769  2.43503  0.24
H  -0.57959  -4.97246  3.81820  0.18
H  -0.88226  -6.41088  2.84718  0.24
N  -2.34657  -3.75300  -1.60581  -0.15
C  -3.57482  -4.19717  -2.01819  0.45
N  -4.01788  -5.28764  -1.33828  -0.44
O  -4.19662  -3.62203  -2.90088  -0.67
H  -1.89811  -4.26127  -0.85097  0.44
H  -2.21160  -2.75698  -1.65751  -0.24
H  -4.48787  -6.04531  -1.80541  0.26
H  -3.41762  -5.66128  -0.61610  0.20
N  -3.66439  -0.90226  1.79855  -0.17
C  -3.20202  -0.31276  2.93912  0.36
N  -4.07572  -0.42265  3.99452  -0.50
O  -2.27692  0.49403  2.98464  -0.33
H  -3.02657  -0.96697  1.00752  -0.08
H  -4.47781  -1.48900  1.83606  0.19
H  -3.95917  0.25152  4.72589  0.24
H  -4.79049  -1.12401  4.01685  0.14
N  -0.01813  -0.56430  -1.46364  1.28
C  -0.87687  -0.44672  -0.41755  -0.10
N  -0.83511  0.71405  0.25143  1.62
O  -1.65365  -1.36204  -0.10628  0.17
H  0.71513  0.11289  -1.59208  -1.04
H  -0.19770  -1.25281  -2.17018  0.08
H  -1.33027  0.78184  1.13189  -0.70
H  -0.35577  1.51351  -0.14921  -0.83
N  -0.51395  4.92189  -0.66226  -0.27
C  0.09104  4.04337  -1.52024  0.33
N  0.81612  4.65185  -2.51334  -0.40
O  0.08889  2.84469  -1.30218  -0.44
H  -0.55708  5.88845  -0.92934  0.14
H  -0.84066  4.61826  0.24701  0.10
H  0.72687  5.63836  -2.66854  0.13
H  1.50723  4.14378  -3.03186  0.19
C  2.59170  -2.46144  0.43624  -0.49
C  2.71257  -3.58564  -0.57620  0.45
C  1.38046  -4.06985  -1.09055  -0.84
O  3.56609  -3.11215  -1.63851  -0.62
H  2.01022  -1.66050  -0.04332  -0.51
H  3.57752  -2.04620  0.63456  0.42
H  1.96429  -2.70492  1.28858  0.35
H  3.29649  -4.37624  -0.08772  0.24
H  0.84229  -3.25080  -1.56897  0.12
H  0.70708  -4.50357  -0.34846  0.02
H  1.52703  -4.88090  -1.81309  0.49
H  3.66153  -3.81518  -2.28891  0.29
C  2.24379  0.98082  -3.97250  -1.23
C  2.98420  -0.31920  -3.76813  0.68
C  4.36341  -0.49310  -4.36680  -1.57
O  3.08241  -0.52992  -2.33632  -0.19
H  2.12604  1.17544  -5.04194  0.48
H  2.82582  1.80628  -3.55752  0.20
H  1.24818  0.90385  -3.54455  0.24
H  2.34213  -1.15719  -4.07849  0.25
H  4.82000  -1.41774  -4.02530  0.36
H  4.99593  0.37304  -4.15801  0.29
H  4.31377  -0.51517  -5.46194  0.42
H  3.31790  -1.46923  -2.18847  0.18
C  -3.33951  0.43545  -2.46147  -0.26
C  -3.36479  -0.04198  -3.91065  0.15
C  -2.12690  -0.79550  -4.35035  -0.42
O  -4.54117  -0.76322  -4.22054  -0.61
H  -3.53786  -0.37329  -1.75297  -0.06
H  -4.09163  1.21513  -2.34431  0.45
H  -2.36419  0.83726  -2.17511  -0.23
H  -3.44100  0.84921  -4.54261  0.37
H  -1.91920  -0.67074  -5.41949  0.40
H  -2.13057  -1.85282  -4.07912  0.20
H  -1.17734  -0.36188  -4.00115  -0.29
H  -4.43607  -1.66919  -3.90188  0.39
C  0.97619  -0.17733  3.40821  -0.48
C  1.90202  0.95215  3.88079  1.36
C  1.95569  1.01996  5.38866  -1.73
O  3.22081  0.88983  3.38779  -0.68
H  0.70438  -0.09931  2.35418  -0.30
H  0.04517  -0.12711  3.97261  0.25
H  1.46544  -1.14205  3.58196  0.39
H  1.42427  1.85836  3.47872  -0.31
H  2.57410  1.86897  5.69038  0.43
H  2.48341  0.16884  5.82789  0.38
H  0.95614  1.08568  5.81346  0.35
H  3.27683  1.27071  2.50405  0.19
C  2.20480  3.11780  0.98540  -1.46
C  3.16476  2.42506  0.05027  1.87
C  4.52263  3.08965  -0.10662  -1.79
O  3.32589  1.06170  0.41583  -0.41
H  1.29189  2.53180  1.10265  -0.25
H  1.85135  4.07027  0.57310  0.57
H  2.58373  3.42250  1.96727  0.65
H  2.66623  2.47795  -0.92753  -0.24
H  4.50430  4.17274  -0.22914  0.39
H  5.04092  2.60133  -0.93224  0.35
H  5.11576  2.91636  0.79768  0.36
H  3.29330  0.49598  -0.36050  0.00
C  -1.67417  3.51819  3.95438  -1.48
C  -1.57465  3.67748  2.43006  2.24
C  -2.80231  3.18128  1.68589  -0.94
O  -1.26548  5.05312  2.10763  -0.62
H  -1.52337  2.47238  4.21878  0.17
H  -2.67567  3.84074  4.24698  0.51
H  -0.90439  4.14295  4.40137  0.38
H  -0.72399  3.07398  2.10162  -1.21
H  -2.81039  2.10550  1.50461  -0.02
H  -2.97960  3.75255  0.77566  0.39
H  -3.70314  3.27808  2.30943  0.42
H  -2.00756  5.56221  2.45464  0.34

## Properties
Highest occupied orbital energy, Eh: -0.3393
SMILES: NC(N)=O.NC(N)=O.NC(N)=O.NC(N)=O.NC(N)=O.CC(C)O.CC(C)O.CC(C)O.CC(C)O.CC(C)O.CC(C)O

# C25H26KN7O2S3

A molecular structure, C25H26KN7O2S3 (ωB97M-V/def2-TZVPD, the Open Molecules 2025 dataset).

Each line ends with the natural charge from an NBO analysis.
Element x y z (Å)
K  10.06439  15.94487  5.80971  0.87
C  12.57376  22.16325  4.83404  -0.64
C  13.59031  21.09446  4.50010  -0.20
N  13.70440  19.98404  5.46149  -0.61
C  12.80927  19.00033  5.68346  0.28
S  11.24466  18.96779  5.03662  -0.44
N  13.36194  18.09233  6.57767  -0.51
N  12.56757  17.14680  7.02576  -0.18
C  13.13978  16.37849  7.93878  0.09
C  14.52698  16.58678  8.44245  -0.68
C  12.33591  15.36678  8.58585  0.20
C  12.88860  14.44729  9.54996  -0.26
C  12.06283  13.69355  10.36545  -0.19
C  10.67493  13.85535  10.22921  -0.30
C  10.22172  14.75822  9.29542  0.05
N  10.99584  15.41646  8.42838  -0.44
H  12.44809  22.83394  3.99406  0.19
H  12.81113  22.77298  5.73852  0.19
H  11.60388  21.67218  5.02839  0.25
H  14.61006  21.58094  4.50222  0.17
H  13.41767  20.61994  3.53218  0.20
H  14.57856  19.88228  5.94892  0.39
H  14.93810  17.46578  7.95316  0.25
H  15.15585  15.69245  8.15630  0.21
H  14.52740  16.74823  9.52395  0.20
H  13.99971  14.40433  9.60824  0.21
H  12.52889  12.94505  10.99919  0.20
H  9.93098  13.31624  10.82193  0.21
H  9.13008  14.90742  9.17615  0.20
N  9.51005  7.86932  5.48103  -0.82
C  8.57711  8.87601  5.58216  0.21
C  8.29570  9.67843  4.45877  -0.29
C  7.53798  10.80509  4.66758  -0.12
C  7.03197  11.07912  5.94210  -0.37
C  7.12140  10.13862  6.99694  -0.15
C  7.87183  9.00782  6.79761  -0.29
S  5.93957  12.46185  6.06240  2.27
O  5.27170  12.40168  7.33280  -0.96
O  5.23929  12.58757  4.80237  -0.96
N  7.11090  13.73276  6.12281  -0.86
C  6.62780  14.93339  6.25166  0.31
S  4.83702  15.32704  6.08912  0.22
C  5.24683  16.96581  6.30710  -0.56
C  6.59553  17.12458  6.54348  -0.03
N  7.35999  16.02749  6.49185  -0.62
H  10.30816  7.92120  4.82712  0.39
H  9.78106  7.38178  6.33496  0.37
H  8.73191  9.45418  3.51173  0.21
H  7.24428  11.48814  3.86141  0.25
H  6.53298  10.24085  7.90990  0.23
H  7.93515  8.25377  7.58445  0.20
H  4.43484  17.70079  6.26142  0.21
H  7.03721  18.13310  6.69796  0.19
C  12.64334  11.34138  6.76393  -0.31
C  13.46269  12.22210  6.03776  -0.25
C  12.88339  13.27460  5.37391  -0.30
C  11.51092  13.31662  5.35859  -0.42
C  10.64006  12.44539  5.87329  -0.25
C  11.26216  11.43465  6.66653  -0.26
H  13.09044  10.58018  7.42681  0.18
H  14.54744  12.12006  6.05798  0.16
H  13.46214  14.10775  5.00838  0.17
H  9.56414  12.51829  5.67479  0.19
H  10.65586  10.72172  7.20625  0.17

## Properties
Total charge: -2
Highest occupied orbital energy, Eh: 0.0062

# C7H11IN2

C7H11IN2 in the gas phase (ωB97M-V/def2-TZVPD, the Open Molecules 2025 dataset).

Each line ends with the natural charge from an NBO analysis.
Element x y z (Å)
C  1.15944  -2.11125  1.00774  -0.44
C  0.05694  -2.41895  -0.05846  -0.42
C  0.73392  -1.01969  -0.01793  -0.21
C  0.02208  0.26117  0.37936  -0.49
C  0.34895  1.30797  -0.66478  -0.06
C  -2.32662  -0.12227  -0.90314  -0.08
C  0.45688  2.70731  -0.00417  -0.60
N  -0.80257  1.51534  -1.66439  -0.23
N  -1.79270  0.83345  -1.40859  -0.10
I  -3.75008  -0.35343  0.55189  0.23
H  0.78630  -1.86975  2.04512  0.21
H  2.07821  -2.73154  0.77925  0.23
H  0.13635  -3.19808  -0.81579  0.23
H  -0.95357  -2.26380  0.38104  0.20
H  1.56181  -0.94421  -0.78167  0.21
H  0.61177  0.46901  1.26176  0.23
H  1.15468  0.98042  -1.35493  0.22
H  -0.96427  0.05131  0.79550  0.24
H  0.22760  3.46514  -0.73825  0.23
H  1.45570  2.77616  0.44484  0.21
H  -0.20081  2.66569  0.76560  0.20

## Properties
Highest occupied orbital energy (alpha / beta), Eh: -0.3052 / -0.3052

# C30H44BrMgN3P2

A molecular structure, C30H44BrMgN3P2 (ωB97M-V/def2-TZVPD, the Open Molecules 2025 dataset).

Each line ends with the Mulliken charge.
Element x y z (Å)
C  4.10982  0.43485  -8.83901  -0.44
C  4.74022  0.35141  -7.57276  0.65
C  6.15700  0.32620  -7.56274  -0.44
C  6.84496  0.38380  -8.77856  -0.30
N  6.24744  0.46306  -9.98056  -0.55
C  4.90306  0.48700  -9.98939  -0.30
C  3.98641  0.29558  -6.36844  0.08
C  3.33486  0.24719  -5.32757  -0.74
C  2.58050  0.19133  -4.12258  0.87
C  1.46514  1.04356  -3.92076  -0.95
C  0.72867  0.98412  -2.73342  -0.28
C  1.06357  0.07878  -1.69902  -0.09
C  2.17690  -0.76877  -1.90830  -0.06
C  2.92329  -0.71825  -3.08979  -0.79
Mg  0.00000  0.00000  0.00000  0.80
P  0.81991  2.08392  0.65249  0.40
H  6.69871  0.26233  -6.61447  0.37
H  3.01845  0.45788  -8.90914  0.39
H  7.94357  0.36501  -8.78459  0.36
H  4.42664  0.55196  -10.97744  0.36
H  3.78290  -1.38176  -3.23055  0.47
H  1.18753  1.75015  -4.70979  0.48
H  2.46887  -1.48365  -1.13001  0.49
H  -0.12792  1.65718  -2.60975  0.54
C  0.46246  2.26430  2.46904  -0.73
C  1.13671  3.38784  3.26597  -1.20
H  0.73746  1.28227  2.89527  0.57
H  -0.64062  2.30973  2.52611  0.41
H  0.63146  3.50462  4.24130  0.38
H  2.19676  3.15873  3.46996  0.25
H  1.08990  4.35861  2.74738  0.25
C  2.64406  2.36079  0.42132  0.45
C  3.11423  3.57654  -0.38767  -1.42
H  3.01096  1.43030  -0.04727  0.02
H  3.07604  2.35907  1.43922  0.12
H  4.21205  3.54243  -0.50442  0.40
H  2.67629  3.57770  -1.40041  0.29
H  2.85826  4.53332  0.09468  0.27
C  -0.04804  3.45628  -0.25371  -0.27
C  -0.13062  4.84121  0.40083  -1.37
H  -1.06465  3.05617  -0.41418  0.24
H  0.43932  3.50542  -1.24606  0.37
H  -0.63562  5.54434  -0.28534  0.43
H  -0.72759  4.80307  1.32751  0.35
H  0.85909  5.26105  0.64316  0.20
Br  -1.34830  -0.09989  2.15426  -0.57
P  5.58742  -1.64125  2.24867  0.40
C  5.08937  0.17023  2.37857  0.17
C  5.47848  0.83237  3.70793  -1.30
H  4.00258  0.26816  2.18565  -0.22
H  5.60521  0.68816  1.54807  0.47
H  5.49647  1.93299  3.61077  0.36
H  4.76962  0.58041  4.51537  0.35
H  6.48035  0.50105  4.03329  0.41
C  3.91214  -2.48106  2.38911  -0.03
C  3.97015  -3.92469  2.90523  -1.19
H  3.48599  -2.46629  1.36756  -0.07
H  3.24357  -1.86605  3.02380  0.46
H  3.00765  -4.21877  3.36119  0.37
H  4.19000  -4.63303  2.08671  0.33
H  4.75112  -4.04838  3.67556  0.34
C  5.76435  -1.75788  0.38126  -0.22
C  7.22247  -1.71448  -0.09351  -1.22
H  5.16882  -0.95667  -0.09973  0.09
H  5.30125  -2.71902  0.08796  0.48
H  7.32454  -2.15782  -1.10033  0.37
H  7.60134  -0.67806  -0.15003  0.32
H  7.88077  -2.27241  0.59550  0.36
N  -5.85569  -0.86619  -2.10831  -0.47
C  -4.52450  -0.61812  -1.69232  1.16
C  -4.20265  0.57091  -1.03008  -0.95
C  -2.89597  0.77833  -0.58624  -0.20
N  -1.93647  -0.16498  -0.80210  0.00
C  -2.22278  -1.32233  -1.45667  -0.30
C  -3.52199  -1.57022  -1.91470  -0.86
H  -6.60102  -0.17878  -1.92206  0.21
H  -6.10684  -1.75380  -2.56688  0.20
H  -4.96190  1.31865  -0.83520  0.34
H  -2.66746  1.67294  -0.03312  0.33
H  -1.45145  -2.06683  -1.59459  0.40
H  -3.74822  -2.50338  -2.41387  0.35

## Properties
Total charge: +2
Highest occupied orbital energy (alpha / beta), Eh: -0.4724 / -0.4759

# C5H8F2N2O3

2 unconnected molecules or ions with the total composition C5H8F2N2O3 (ωB97M-V/def2-TZVPD, the Open Molecules 2025 dataset).

Each line ends with the natural charge from an NBO analysis.
Element x y z (Å)
C  -1.15229  -0.51262  -0.13359  0.22
C  1.64986  -0.72576  -0.17606  -0.69
C  0.96400  1.25571  1.25382  -0.67
C  -2.19004  0.21841  0.62567  0.51
C  0.76147  0.41012  -0.02462  0.12
N  -1.34276  -1.56993  -0.71986  -0.11
N  0.66029  1.25809  -1.24273  0.50
O  0.32299  2.38720  -1.18112  -0.37
O  0.98978  0.66167  -2.24746  -0.40
O  -0.58032  -2.44011  -1.38689  -0.49
F  -2.14870  -0.29091  1.90461  -0.35
F  -3.39955  0.03349  0.19272  -0.30
H  1.40967  -1.37222  0.69833  0.23
H  1.51718  -1.46681  -0.97949  0.26
H  2.63160  -0.29995  -0.20777  0.22
H  0.12486  1.92701  1.11427  0.24
H  0.93971  0.49926  2.04522  0.23
H  1.88712  1.81193  1.36903  0.23
H  -1.96776  1.34802  0.76598  0.15
H  -1.07710  -3.13259  -1.67004  0.49

## Properties
Highest occupied orbital energy, Eh: -0.3411

# C10H27NO6Zn

A molecular structure, C10H27NO6Zn (ωB97M-V/def2-TZVPD, the Open Molecules 2025 dataset).

Each line ends with the natural charge from an NBO analysis.
Element x y z (Å)
Zn  0.51381  -0.12181  -0.10414  1.73
C  1.29962  -3.08246  -1.33439  -0.26
O  0.74592  -1.77248  -1.51560  -0.63
C  -0.41120  -1.82964  -2.36816  -0.09
C  -1.17065  -0.52887  -2.33968  -0.26
N  -1.41053  -0.05230  -0.94872  -0.76
C  -2.24266  1.19348  -0.94397  -0.23
C  -2.86490  1.41298  0.42200  -0.08
O  -1.93919  1.07438  1.41683  -0.57
C  -2.51333  1.24694  2.70885  -0.26
H  2.25695  -2.96570  -0.84139  0.21
H  1.41974  -3.56704  -2.30150  0.21
H  0.64356  -3.70551  -0.71135  0.19
H  -1.04854  -2.66046  -2.04542  0.20
H  -0.10063  -2.03535  -3.39749  0.22
H  -2.12013  -0.67744  -2.87048  0.23
H  -0.68346  0.27991  -2.88672  0.22
H  -1.99800  -0.74898  -0.48375  0.40
H  -3.06201  1.07730  -1.65204  0.22
H  -1.59737  2.03103  -1.19387  0.20
H  -3.78462  0.81541  0.52139  0.18
H  -3.16023  2.46968  0.48781  0.20
H  -1.83337  0.79595  3.42811  0.18
H  -3.48432  0.74749  2.78231  0.19
H  -2.63496  2.30688  2.94179  0.20
C  1.08981  -1.96555  2.13263  -0.10
C  2.42142  -1.32924  1.88002  -0.10
O  2.47724  -0.79678  0.52130  -0.80
O  0.00947  -1.11982  1.64062  -0.82
H  0.99041  -2.10075  3.20680  0.23
H  0.99574  -2.93125  1.63786  0.20
H  3.18331  -2.09887  2.01881  0.23
H  2.61312  -0.52594  2.59478  0.20
H  3.34077  -0.38844  0.39166  0.52
H  -0.74382  -1.17499  2.23885  0.53
C  1.60124  2.68676  0.15180  -0.10
C  1.38729  2.44774  -1.31312  -0.10
O  1.54270  1.02459  -1.56799  -0.82
O  0.89928  1.67221  0.91474  -0.80
H  1.23194  3.67573  0.42653  0.22
H  2.66151  2.65096  0.41757  0.20
H  2.11078  3.03121  -1.88011  0.23
H  0.38808  2.75662  -1.62445  0.19
H  1.99666  0.87065  -2.40322  0.53
H  0.98357  1.91178  1.84446  0.52

## Properties
Total charge: +2
Highest occupied orbital energy, Eh: -0.5932

Strongest force on any atom values (in eV Å⁻¹) by entry order: 2.3, 5.4, 4.0, 4.8, 6.1, 1.1.